(1)
{"formula": "C17H28N2SiZn", "method": "ωB97M-V with the def2-TZVPD basis set", "charge": 0, "largest_force_ev_per_a": 6.65, "gap_ev": [5.501, 4.577], "homo_energy_ev": [-5.52, -5.02], "relative_energy_kj_mol": 79.9, "symbols": ["C", "C", "C", "H", "C", "H", "H", "H", "C", "H", "H", "C", "H", "H", "C", "H", "H", "C", "H", "H", "Zn", "H", "C", "C", "C", "C", "C", "C", "N", "N", "Si", "C", "C", "C", "H", "H", "H", "H", "H", "H", "H", "H", "H", "H", "H", "H", "H", "H", "H"], "xyz": [[0.9165, 2.4012, -2.7355], [0.1515, -0.9119, -2.3390], [1.5938, 1.0809, -2.3829], [0.8567, 3.1011, -1.8802], [1.4036, -1.3772, -1.7783], [-0.4942, -1.8031, -2.4988], [1.8409, 0.6468, -3.3739], [1.4746, -2.4709, -1.6805], [2.7506, 0.7990, -1.5405], [2.7229, 1.2284, -0.5225], [3.6575, 1.2047, -2.0292], [-0.5033, 1.7008, -2.9220], [-1.1171, 2.2342, -3.6637], [-1.0212, 1.7968, -1.9511], [-0.4069, 0.1756, -3.3023], [0.0827, 0.0770, -4.2772], [-1.4435, -0.1527, -3.4718], [2.8030, -0.7650, -1.5582], [3.5029, -1.1138, -2.3400], [3.2244, -1.1356, -0.6076], [0.1951, -0.8306, -0.5153], [1.2545, 3.0195, -3.5522], [-3.8670, -0.3232, -1.3690], [-3.2641, -0.2106, -0.0004], [-4.0696, 0.1324, 1.0911], [-3.5102, 0.2199, 2.3657], [-2.1510, -0.0278, 2.5451], [-1.3810, -0.3052, 1.3868], [-1.9525, -0.4112, 0.1463], [-0.0355, -0.4907, 1.3523], [1.1023, -0.5435, 2.6972], [0.9213, 1.0597, 3.6366], [0.7002, -2.0842, 3.6714], [2.8481, -0.6482, 2.0301], [-4.0538, 0.6789, -1.7869], [-3.2130, -0.8809, -2.0489], [-4.8389, -0.8333, -1.3070], [-5.1311, 0.3153, 0.9177], [-4.1206, 0.4848, 3.2229], [-1.6553, 0.0051, 3.5203], [-0.1246, 1.3444, 3.8068], [1.4253, 0.9759, 4.6095], [1.4024, 1.8671, 3.0654], [0.9783, -2.9767, 3.0920], [1.2647, -2.0954, 4.6135], [-0.3709, -2.1525, 3.9050], [3.0201, -1.5732, 1.4634], [3.0997, 0.2180, 1.4022], [3.5318, -0.6500, 2.8936]], "forces_ev_per_a": [[-1.425, -1.634, 2.107], [0.398, -1.276, -4.429], [1.191, 1.929, -1.268], [-0.050, -0.361, -0.181], [2.327, -0.734, -2.746], [0.081, -0.083, 0.011], [-0.259, -0.218, 0.498], [-0.395, 0.150, 0.051], [0.965, -0.239, 0.102], [-0.176, -0.263, -0.282], [0.317, -0.214, 0.400], [0.357, 0.631, 0.062], [-0.090, -0.328, -0.016], [0.128, -0.218, -0.345], [-0.850, 0.354, 0.637], [0.189, -0.093, 0.152], [-0.001, 0.070, -0.070], [0.002, 0.699, 0.376], [-0.387, 0.082, 0.052], [-0.209, -0.090, -0.419], [-2.575, 2.212, 5.719], [0.280, -0.224, -0.805], [-0.171, -0.045, -0.208], [-0.117, 0.222, 0.547], [-0.159, -0.042, -0.232], [0.672, -0.150, -0.077], [-0.210, 0.024, -0.435], [0.008, 0.005, 0.263], [-0.058, 0.043, 0.573], [0.563, -0.213, 0.118], [-0.819, 0.139, -0.871], [0.165, 0.068, 0.356], [0.140, -0.055, 0.351], [0.018, -0.024, 0.139], [0.147, -0.303, 0.068], [-0.129, 0.181, 0.162], [0.281, 0.128, -0.063], [0.310, -0.057, 0.141], [-0.025, -0.069, -0.096], [-0.431, -0.003, -0.434], [0.334, -0.044, -0.006], [-0.104, 0.189, -0.124], [-0.113, -0.183, 0.153], [-0.067, 0.221, 0.138], [-0.145, -0.147, -0.101], [0.238, 0.028, -0.029], [-0.011, 0.211, 0.155], [-0.057, -0.256, 0.152], [-0.080, -0.017, -0.247]]}

=====

(2)
{"formula": "C17H28N4O4", "method": "ωB97M-V with the def2-TZVPD basis set", "charge": 0, "largest_force_ev_per_a": 0.53, "gap_ev": 9.311, "homo_energy_ev": -8.89, "relative_energy_kj_mol": 7.9, "symbols": ["C", "C", "C", "C", "C", "C", "N", "C", "O", "N", "C", "O", "C", "C", "N", "C", "C", "N", "C", "C", "O", "C", "C", "C", "O", "H", "H", "H", "H", "H", "H", "H", "H", "H", "H", "H", "H", "H", "H", "H", "H", "H", "H", "H", "H", "H", "H", "H", "H", "H", "H", "H", "H"], "xyz": [[3.3418, 0.3434, 6.2333], [3.3446, 1.1631, 4.9488], [3.1268, 0.2873, 3.7173], [3.1327, 1.0997, 2.4247], [2.9161, 0.2143, 1.2013], [2.9356, 1.0312, -0.0891], [2.7227, 0.1788, -1.2525], [3.8388, -0.4222, -1.8013], [4.9548, -0.2367, -1.3797], [3.6006, -1.2484, -2.8732], [2.3794, -1.5586, -3.4511], [2.3195, -2.3212, -4.3931], [1.2506, -0.8976, -2.8274], [-0.0119, -1.1486, -3.3359], [-1.1114, -0.5975, -2.8765], [-2.4438, -0.8698, -3.3388], [-3.3502, -1.4049, -2.2165], [-4.1754, -0.3589, -1.6417], [-5.2640, -0.9078, -0.8475], [-6.1589, 0.2321, -0.3620], [-5.4349, 1.1545, 0.4144], [-4.3677, 1.6854, -0.3325], [-3.4238, 0.5901, -0.8326], [1.4295, -0.0107, -1.7004], [0.4958, 0.5648, -1.1425], [3.4982, 0.9843, 7.0979], [4.1335, -0.4023, 6.2111], [2.3912, -0.1715, 6.3552], [4.2988, 1.6861, 4.8542], [2.5570, 1.9184, 4.9982], [3.9135, -0.4691, 3.6704], [2.1715, -0.2346, 3.8117], [4.0887, 1.6186, 2.3280], [2.3456, 1.8560, 2.4678], [3.7033, -0.5408, 1.1511], [1.9541, -0.2970, 1.2830], [2.1365, 1.7746, -0.0806], [3.9035, 1.5202, -0.2111], [4.4200, -1.6864, -3.2787], [-0.0847, -1.8372, -4.1712], [-0.9617, 0.0291, -2.0767], [-2.8955, 0.0468, -3.7318], [-2.3790, -1.6008, -4.1476], [-4.0284, -2.1479, -2.6416], [-2.7270, -1.9106, -1.4577], [-5.8500, -1.5871, -1.4702], [-4.8844, -1.4646, 0.0271], [-6.9569, -0.1507, 0.2762], [-6.5974, 0.7398, -1.2345], [-3.8379, 2.3715, 0.3298], [-4.7606, 2.2405, -1.1981], [-2.6492, 1.0589, -1.4396], [-2.9498, 0.0939, 0.0318]], "forces_ev_per_a": [[0.021, 0.236, -0.119], [-0.049, -0.359, 0.017], [0.068, 0.518, -0.009], [-0.070, -0.476, -0.037], [0.045, 0.372, -0.071], [0.035, 0.048, 0.357], [0.019, 0.271, 0.164], [-0.109, -0.089, -0.186], [0.266, 0.027, 0.132], [0.295, -0.277, -0.287], [-0.154, 0.158, 0.182], [0.030, -0.186, -0.228], [-0.085, 0.033, 0.054], [0.263, 0.114, 0.085], [0.290, 0.222, 0.289], [-0.415, -0.204, 0.009], [-0.041, 0.106, -0.190], [-0.048, -0.073, 0.031], [-0.199, 0.269, 0.113], [-0.092, -0.394, -0.128], [0.039, 0.003, 0.171], [0.365, 0.054, -0.129], [-0.293, 0.198, 0.091], [-0.045, -0.306, -0.431], [-0.135, 0.139, 0.200], [0.009, -0.020, 0.147], [0.070, -0.105, 0.048], [-0.086, -0.084, 0.060], [-0.003, 0.094, -0.030], [0.024, 0.089, -0.033], [0.001, -0.105, 0.001], [-0.028, -0.100, 0.001], [0.037, 0.106, 0.008], [-0.002, 0.108, 0.009], [-0.009, -0.059, -0.009], [-0.016, -0.054, -0.014], [0.152, -0.065, -0.019], [-0.139, -0.014, -0.002], [-0.153, 0.090, 0.097], [-0.068, -0.016, -0.021], [0.039, -0.142, -0.198], [0.013, -0.124, -0.041], [0.017, 0.084, 0.026], [0.043, -0.012, 0.033], [-0.055, -0.022, -0.056], [0.003, -0.024, 0.034], [-0.040, -0.016, -0.037], [0.012, 0.000, -0.095], [-0.003, -0.058, 0.067], [0.004, -0.010, -0.099], [0.067, -0.015, 0.070], [0.059, 0.059, 0.023], [0.051, 0.013, -0.047]]}

=====

(3)
{"formula": "C17H28O3", "method": "ωB97M-V with the def2-TZVPD basis set", "charge": 0, "largest_force_ev_per_a": 0.57, "gap_ev": 9.878, "homo_energy_ev": -9.40, "relative_energy_kj_mol": 0.0, "symbols": ["C", "C", "C", "C", "C", "C", "C", "C", "C", "C", "O", "C", "C", "C", "C", "C", "O", "O", "C", "C", "H", "H", "H", "H", "H", "H", "H", "H", "H", "H", "H", "H", "H", "H", "H", "H", "H", "H", "H", "H", "H", "H", "H", "H", "H", "H", "H", "H"], "xyz": [[-5.3318, -2.0548, -0.3385], [-5.0824, -0.8768, 0.5951], [-4.2422, 0.2014, -0.0849], [-3.8854, 1.3376, 0.8711], [-3.1752, 2.5125, 0.1926], [-1.9301, 2.1279, -0.6085], [-0.8458, 1.4793, 0.2491], [0.3568, 0.9915, -0.5694], [-0.0114, -0.2048, -1.4487], [-0.3991, -1.4109, -0.6306], [-1.2766, -2.1784, -0.9661], [0.3749, -1.6018, 0.5999], [1.2378, -0.7040, 1.0845], [1.9690, -0.9085, 2.3693], [1.5054, 0.6002, 0.3736], [2.8311, 0.4490, -0.3677], [2.9605, 0.1702, -1.5289], [3.8531, 0.6751, 0.4621], [5.1727, 0.5100, -0.0669], [5.5996, -0.9501, -0.0464], [-4.3858, -2.4900, -0.6527], [-5.9192, -2.8235, 0.1588], [-5.8715, -1.7302, -1.2259], [-6.0362, -0.4516, 0.9183], [-4.5581, -1.2293, 1.4867], [-4.7935, 0.6044, -0.9380], [-3.3336, -0.2685, -0.4631], [-4.8032, 1.7166, 1.3289], [-3.2648, 0.9451, 1.6794], [-2.8997, 3.2426, 0.9583], [-3.8779, 2.9997, -0.4879], [-1.5224, 3.0288, -1.0748], [-2.2271, 1.4525, -1.4091], [-0.5066, 2.2091, 0.9895], [-1.2647, 0.6294, 0.7881], [0.7016, 1.8077, -1.2143], [-0.8184, 0.0388, -2.1394], [0.8585, -0.4882, -2.0462], [0.1744, -2.5175, 1.1394], [3.0193, -0.6476, 2.2551], [1.5522, -0.2528, 3.1348], [1.8848, -1.9365, 2.7111], [1.6617, 1.3798, 1.1268], [5.8123, 1.1197, 0.5741], [5.1912, 0.8960, -1.0909], [6.6170, -1.0358, -0.4165], [5.5567, -1.3452, 0.9660], [4.9435, -1.5382, -0.6837]], "forces_ev_per_a": [[-0.024, 0.094, 0.231], [0.102, -0.025, -0.320], [-0.099, 0.045, 0.512], [0.012, 0.090, -0.303], [0.045, -0.125, 0.007], [-0.036, 0.031, 0.280], [0.025, 0.094, -0.384], [0.098, -0.011, 0.156], [-0.128, 0.061, -0.260], [0.041, 0.379, -0.288], [-0.033, -0.081, 0.057], [0.136, -0.168, 0.344], [-0.154, -0.133, 0.050], [-0.010, -0.152, 0.033], [-0.003, 0.083, -0.376], [-0.231, 0.199, 0.046], [0.105, -0.023, -0.124], [0.046, 0.099, 0.335], [0.419, -0.158, -0.350], [-0.271, 0.306, 0.042], [0.077, -0.086, -0.074], [-0.062, -0.125, -0.034], [-0.060, -0.014, -0.124], [0.011, 0.028, 0.091], [-0.021, 0.036, 0.085], [0.019, 0.003, -0.135], [0.067, -0.022, -0.146], [0.008, -0.031, 0.092], [-0.025, -0.031, 0.094], [-0.020, 0.105, -0.027], [-0.036, 0.080, 0.033], [0.023, -0.025, -0.088], [0.020, -0.008, -0.118], [-0.005, -0.016, 0.104], [-0.037, -0.014, 0.149], [-0.005, -0.051, 0.037], [-0.021, -0.086, 0.041], [-0.076, 0.000, -0.003], [0.012, -0.102, 0.073], [0.036, -0.016, 0.069], [-0.001, 0.079, 0.071], [-0.007, -0.058, 0.058], [-0.035, -0.067, -0.031], [-0.102, -0.038, -0.097], [0.038, 0.014, 0.196], [0.124, -0.042, -0.033], [0.040, -0.051, 0.081], [-0.001, -0.065, -0.054]]}

=====

no.,energy (eV)
1,-77354.2128
2,-32235.7362
3,-24226.6103